{
  "formula": "C6H15N",
  "method": "ωB97M-V/def2-TZVPD",
  "homo_lumo_gap_ev": 9.64,
  "e_above_lowest_ev": 0.812,
  "smiles": "CCCNCCC",
  "charge": 0,
  "species": ["C", "N", "C", "C", "C", "C", "C", "H", "H", "H", "H", "H", "H", "H", "H", "H", "H", "H", "H", "H", "H", "H"],
  "positions_angstrom": [[0.062, -1.433, 0.652], [-0.216, -0.133, 0.029], [-1.543, 0.338, 0.367], [-1.759, 1.825, 0.030], [-0.688, 2.509, -0.831], [1.182, -2.218, -0.008], [2.429, -1.380, -0.293], [-0.848, -2.009, 0.600], [0.277, -1.240, 1.716], [0.455, 0.556, 0.336], [-2.322, -0.262, -0.097], [-1.683, 0.186, 1.454], [-2.712, 1.894, -0.476], [-1.836, 2.423, 0.934], [-1.052, 3.492, -1.106], [-0.460, 1.919, -1.708], [0.225, 2.708, -0.268], [1.377, -3.037, 0.648], [0.841, -2.639, -0.943], [3.328, -2.000, -0.343], [2.364, -0.819, -1.224], [2.582, -0.680, 0.531]],
  "atomic_forces_ev_per_a": [[0.20, 0.98, -0.04], [-0.12, -0.62, -0.76], [0.24, 0.42, 0.97], [0.32, 0.09, -0.07], [-0.26, -0.10, 0.42], [-0.08, 0.89, -0.43], [0.23, -0.24, 0.52], [-0.39, -0.27, 0.07], [0.07, -0.41, 0.05], [0.17, -0.02, 0.01], [0.19, -0.24, -0.34], [-0.29, 0.17, -0.03], [-0.30, 0.22, -0.15], [-0.19, -0.08, 0.27], [-0.11, 0.13, -0.30], [0.15, 0.03, -0.28], [0.11, -0.26, -0.03], [0.48, -0.71, 0.46], [-0.29, -0.16, -0.29], [-0.10, 0.01, -0.07], [-0.18, 0.05, 0.06], [0.14, 0.13, -0.04]]
}